1.
Below is one molecule with the formula C3H4F2OS at a distorted geometry, with properties calculated with wB97M-V/def2-TZVPD.

Atoms and positions in Å:
C (-1.644, -0.181, -0.387)
C (-0.839, 0.959, 0.243)
C (1.342, 0.182, 0.441)
H (-1.543, -0.393, -1.427)
H (-1.208, 1.908, -0.007)
H (-0.932, 0.790, 1.321)
H (0.938, -0.038, 1.419)
O (0.527, 0.997, -0.187)
F (-1.336, -1.296, 0.271)
F (-2.970, 0.073, -0.130)
S (2.758, -0.312, -0.179)

Calculated values
- ΔE to the lowest compared entry with this formula, charge and spin (eV) = 0.8469
- structure (SMILES) = FC(F)COC=S

---

2.
Below is one molecule with the formula C3H4F2OS at a distorted geometry, with properties calculated with wB97M-V/def2-TZVPD.

Atoms and positions in Å:
C (-0.052, -0.177, -0.515)
C (0.702, 0.687, 0.440)
C (-1.166, -1.033, -0.042)
O (1.178, -0.574, 0.141)
F (-1.986, -1.310, -1.065)
F (-2.040, -0.435, 0.911)
S (1.588, 2.067, -0.376)
H (0.010, -0.085, -1.586)
H (0.161, 0.684, 1.389)
H (-1.125, -2.061, 0.408)
H (2.729, 2.238, 0.293)

Calculated values
- ΔE to the lowest compared entry with this formula, charge and spin (eV) = 1.9789
- structure (SMILES) = FC(F)[C@@H]1O[C@H]1S

---

| no. | E_tot (hartree) | HOMO-LUMO gap (Ha) |
| --- | --- | --- |
| 1 | -789.8358 | 0.342 |
| 2 | -789.7942 | 0.394 |